1.
Here is C4H3N as an isolated structure from OMol25. Energies are from ωB97M-V/def2-TZVPD.

E_HOMO (alpha / beta) ... -8.79 / -8.63 eV
M ... 65.1 g mol⁻¹
Relative energy (zero: lowest compared OMol25 entry of this formula, charge and spin) ... 93.05 kcal per mole
Gap between HOMO and LUMO (alpha / beta) ... 8.32 / 8.09 eV

ORCA input file:
```
! RIJCOSX wB97M-V def2-TZVPD def2/J DEFGRID3
* xyz 0 1
C 0.133 -0.745 1.222
C 0.109 1.116 -0.319
C 0.271 0.597 0.927
C -0.156 -1.081 -0.043
N -0.168 -0.236 -1.108
H 0.215 -1.309 2.115
H 0.175 2.064 -0.789
H -0.579 -0.406 -2.005
*
```



2.
Here is C11H12Cl2InO4S2 as an isolated structure from OMol25. Energies are from ωB97M-V/def2-TZVPD.

E_HOMO ... -4.22 eV
M ... 458.1 g mol⁻¹
Relative energy (zero: lowest compared OMol25 entry of this formula, charge and spin) ... 3.06 kcal per mole
Gap between HOMO and LUMO ... 6.96 eV

ORCA input file:
```
! RIJCOSX wB97M-V def2-TZVPD def2/J DEFGRID3
* xyz -1 1
In -0.182 0.570 0.290
C 0.184 2.501 4.457
C 0.229 2.174 2.977
S 0.349 0.429 2.677
C 0.199 3.146 2.049
C 0.118 4.606 2.414
S 0.269 2.944 0.280
H 0.114 1.586 5.042
H -0.680 3.120 4.708
H 1.082 3.034 4.780
H 0.220 4.777 3.483
H -0.833 5.033 2.084
H 0.907 5.166 1.906
O 1.040 -1.715 -0.256
Cl 1.937 -0.895 -1.071
O 2.714 -1.698 -1.949
O 1.053 0.009 -1.834
O 2.747 -0.092 -0.200
Cl -2.096 0.536 -3.120
C -1.987 -1.124 -2.589
C -1.861 -2.108 -3.554
C -1.783 -3.437 -3.171
C -1.841 -3.758 -1.821
C -1.965 -2.758 -0.875
C -2.030 -1.407 -1.227
C -2.095 -0.345 -0.199
H -1.818 -1.823 -4.596
H -1.673 -4.210 -3.920
H -1.778 -4.791 -1.503
H -1.987 -3.012 0.178
H -2.424 -0.737 0.763
H -2.744 0.474 -0.504
*
```



3.
Here is C13H12N4PdS3 as an isolated structure from OMol25. Energies are from ωB97M-V/def2-TZVPD.

E_HOMO (alpha / beta) ... -13.95 / -15.15 eV
M ... 426.9 g mol⁻¹
Relative energy (zero: lowest compared OMol25 entry of this formula, charge and spin) ... 27.75 kcal per mole
Gap between HOMO and LUMO (alpha / beta) ... 6.10 / 4.44 eV

ORCA input file:
```
! RIJCOSX wB97M-V def2-TZVPD def2/J DEFGRID3
* xyz 2 5
Pd -5.263 -14.705 5.507
C -2.876 -9.956 3.860
S -2.528 -11.500 2.822
C -3.734 -12.843 3.372
S -4.193 -12.818 4.989
N -4.152 -13.946 2.765
N -4.606 -14.886 3.577
C -4.674 -16.175 3.282
C -5.659 -16.954 3.917
C -6.071 -18.010 3.062
C -7.005 -18.907 3.585
C -7.725 -18.609 4.721
C -7.270 -17.527 5.472
N -6.359 -16.688 5.066
H -3.965 -9.993 4.148
H -2.634 -8.982 3.369
H -2.272 -9.978 4.719
H -4.083 -16.549 2.426
H -5.556 -18.234 2.099
H -7.159 -19.795 3.027
H -8.641 -19.214 4.953
H -7.829 -17.276 6.448
S -7.276 -14.376 7.007
C -7.041 -12.551 7.312
C -7.872 -12.201 8.425
C -7.890 -10.967 8.991
C -7.125 -10.018 8.376
C -6.186 -10.439 7.403
N -6.240 -11.609 6.764
H -8.513 -13.006 8.918
H -8.448 -10.910 9.904
H -7.087 -8.956 8.595
H -5.484 -9.698 7.082
*
```



4.
Here is C20H20I2N4O5W as an isolated structure from OMol25. Energies are from ωB97M-V/def2-TZVPD.

E_HOMO ... -14.72 eV
M ... 834.1 g mol⁻¹
Relative energy (zero: lowest compared OMol25 entry of this formula, charge and spin) ... 3.00 kcal per mole
Gap between HOMO and LUMO ... 6.78 eV

ORCA input file:
```
! RIJCOSX wB97M-V def2-TZVPD def2/J DEFGRID3
* xyz 2 1
W 0.527 -0.325 -0.150
O -0.546 -1.229 -1.446
C -0.387 -2.514 -1.860
C -0.526 -2.812 -3.206
C -0.324 -4.116 -3.623
C -0.031 -5.134 -2.711
C 0.050 -4.848 -1.370
C -0.100 -3.525 -0.921
C -0.224 -3.235 0.471
N -0.168 -2.045 0.980
C -0.803 -1.808 2.285
C -1.762 -0.669 1.987
N -0.884 0.371 1.417
C -0.845 1.512 2.036
C 0.189 2.491 1.946
C 0.056 3.740 2.578
C 1.144 4.574 2.680
C 2.389 4.160 2.195
C 2.556 2.928 1.588
C 1.447 2.107 1.449
O 1.554 0.895 0.883
H -0.761 -2.026 -3.910
H -0.402 -4.349 -4.676
H 0.112 -6.147 -3.061
H 0.240 -5.633 -0.649
H -0.481 -4.061 1.133
H -0.059 -1.501 3.022
H -1.317 -2.701 2.637
H -2.268 -0.304 2.880
H -2.505 -0.984 1.252
H -1.632 1.710 2.763
H -0.904 4.033 2.984
H 1.046 5.540 3.155
H 3.245 4.813 2.305
H 3.520 2.596 1.229
N -0.630 1.307 -1.101
C -0.427 1.377 -2.568
C 0.979 0.911 -2.867
O 1.471 0.976 -3.960
N 1.608 0.429 -1.729
C 2.963 -0.057 -1.895
C 3.049 -1.395 -1.215
O 3.806 -2.282 -1.324
O 1.965 -1.494 -0.282
H -1.622 1.206 -0.894
H -0.356 2.211 -0.694
H -0.562 2.396 -2.928
H -1.143 0.727 -3.064
H 3.691 0.606 -1.416
H 3.228 -0.154 -2.948
I 0.442 4.905 -1.199
I -2.156 4.756 -0.658
*
```



5.
Here is a 2-piece molecular cluster, C2H2ClF2NO overall from OMol25. Energies are from ωB97M-V/def2-TZVPD.

E_HOMO ... -9.69 eV
M ... 129.5 g mol⁻¹
Relative energy (zero: lowest compared OMol25 entry of this formula, charge and spin) ... 66.48 kcal per mole
Gap between HOMO and LUMO ... 9.47 eV

ORCA input file:
```
! RIJCOSX wB97M-V def2-TZVPD def2/J DEFGRID3
* xyz 0 1
C 1.320 0.864 0.032
C -1.315 -0.511 -0.155
N 0.763 -0.336 0.044
O 0.814 1.982 -0.029
F -1.460 -1.535 -1.031
F -1.515 -0.775 1.162
Cl -2.004 0.924 -0.661
H 2.361 0.552 0.019
H 1.037 -1.165 0.619
*
```



6.
Here is C5H11N2O as an isolated structure from OMol25. Energies are from ωB97M-V/def2-TZVPD.

E_HOMO ... -3.10 eV
M ... 115.2 g mol⁻¹
Relative energy (zero: lowest compared OMol25 entry of this formula, charge and spin) ... 100.10 kcal per mole
Gap between HOMO and LUMO ... 5.99 eV

ORCA input file:
```
! RIJCOSX wB97M-V def2-TZVPD def2/J DEFGRID3
* xyz -1 1
C 1.895 -0.568 -0.162
O 3.020 -0.238 -0.807
C 0.753 0.415 -0.639
C -0.659 0.086 -0.304
C -1.866 0.804 -0.887
N -1.549 0.571 1.687
C -2.721 0.672 1.149
N -3.095 0.645 -0.083
H 1.943 -0.494 0.951
H 1.530 -1.595 -0.395
H 1.084 1.398 -0.295
H 0.839 0.455 -1.735
H -0.635 0.842 0.846
H -0.792 -0.936 0.047
H -1.598 1.869 -0.949
H -2.114 0.488 -1.904
H 3.797 -2.724 1.118
H 3.709 -2.355 0.480
H -3.542 0.664 1.880
*
```



7.
Here is C25H35NP2SbZr as an isolated structure from OMol25. Energies are from ωB97M-V/def2-TZVPD.

E_HOMO ... -16.62 eV
M ... 624.5 g mol⁻¹
Relative energy (zero: lowest compared OMol25 entry of this formula, charge and spin) ... 34.40 kcal per mole
Gap between HOMO and LUMO ... 6.69 eV

ORCA input file:
```
! RIJCOSX wB97M-V def2-TZVPD def2/J DEFGRID3
* xyz 3 1
Zr -1.183 -0.109 -0.376
C 1.825 -1.453 1.177
P 1.524 -1.176 -0.628
C 1.298 -2.922 -1.206
C -0.037 1.087 1.035
C 0.029 1.094 2.428
C 0.763 2.077 3.085
C 1.423 3.055 2.356
C 1.335 3.093 0.970
C 0.595 2.117 0.309
P 0.168 2.083 -1.511
C 1.809 2.213 -2.344
C -0.449 3.793 -1.763
H 0.884 -1.388 1.725
H 2.487 -0.681 1.575
H 2.280 -2.428 1.353
H 2.071 -3.596 -0.832
H 1.303 -2.955 -2.297
H 0.326 -3.291 -0.861
H -0.507 0.338 3.007
H 0.805 2.076 4.164
H 1.979 3.817 2.878
H 1.805 3.900 0.427
H 2.452 2.909 -1.805
H 1.669 2.585 -3.360
H 2.286 1.231 -2.400
H 0.352 4.515 -1.604
H -1.264 4.012 -1.074
H -0.818 3.911 -2.783
N -2.791 1.463 0.129
C -3.911 0.703 -0.427
C -4.685 1.258 -1.444
C -5.809 0.593 -1.905
C -6.185 -0.607 -1.320
C -5.419 -1.159 -0.307
C -4.259 -0.531 0.151
C -3.459 -1.217 1.209
C -4.119 -1.686 2.345
C -3.472 -2.503 3.256
C -2.189 -2.944 2.979
C -1.515 -2.472 1.859
C -2.100 -1.559 0.967
H -2.856 2.426 -0.228
H -2.902 1.524 1.155
H -4.433 2.230 -1.850
H -6.404 1.031 -2.694
H -7.089 -1.099 -1.641
H -5.713 -2.093 0.148
H -5.145 -1.400 2.514
H -3.981 -2.829 4.149
H -1.707 -3.649 3.637
H -0.533 -2.898 1.650
C 5.200 -2.386 0.147
Sb 4.089 -1.012 -1.093
C 4.530 -1.479 -3.136
C 4.798 0.981 -0.675
H 6.156 -2.544 -0.347
H 4.683 -3.338 0.235
H 5.366 -1.953 1.131
H 5.574 -1.244 -3.324
H 3.907 -0.895 -3.808
H 4.364 -2.540 -3.294
H 5.799 0.895 -0.263
H 4.152 1.473 0.047
H 4.848 1.553 -1.598
*
```



8.
Here is C6H10 as an isolated structure from OMol25. Energies are from ωB97M-V/def2-TZVPD.

E_HOMO ... -7.58 eV
M ... 82.1 g mol⁻¹
Relative energy (zero: lowest compared OMol25 entry of this formula, charge and spin) ... 186.90 kcal per mole
Gap between HOMO and LUMO ... 5.95 eV

ORCA input file:
```
! RIJCOSX wB97M-V def2-TZVPD def2/J DEFGRID3
* xyz 0 1
C -1.441 0.639 -1.191
C -0.170 1.128 -1.863
C 1.345 -1.260 2.701
C 0.752 -1.022 1.407
C -0.249 -0.204 0.955
C -0.272 0.062 -0.494
H -1.984 -0.183 -1.622
H 0.232 2.827 -6.213
H -2.019 1.435 -0.698
H -0.188 2.233 -6.537
H 0.303 -0.722 -0.938
H 2.002 -2.193 2.762
H 1.222 -0.669 3.652
H 1.210 -1.519 0.507
H -0.564 0.551 1.678
H -0.002 2.181 -1.682
*
```